No. 1
# C5H7N3

The molecule C5H7N3 at a distorted geometry (the ωB97M-V functional and the def2-TZVPD basis, the OMol25 dataset).

As for the HOMO-LUMO gap: 9.5 eV. The structure (SMILES) is c1cc2n(n1)NCC2. The calculation puts the largest force on an atom at 3.96 eV/Å. The calculation puts the electronic energy at -9766.5768 eV.

The geometry in ORCA input format:
```
! wB97M-V def2-TZVPD RIJCOSX def2/J DEFGRID3
* xyz 0 1
C -0.7679 -0.5206 1.6049
C -0.6941 -1.2223 0.2007
C 0.0152 -0.2196 -0.5353
C 0.3062 0.0859 -1.8613
C 0.9741 1.3489 -1.7628
H -1.7655 -0.1048 1.8374
H -0.3887 -1.1358 2.4218
H -1.6732 -1.3372 -0.1347
H -0.1075 -2.2115 0.1576
H -0.0370 -0.4290 -2.7508
H 1.3886 2.0227 -2.4390
H 1.0113 0.5011 1.9880
N 1.1224 1.7103 -0.5040
N 0.4996 0.7802 0.2324
N 0.1163 0.7318 1.5451
*
```

Löwdin atomic charge list, values in e, 4 entries:
1 C -0.1059
2 C -0.0995
3 C -0.2893
4 C -0.0086

***

No. 2
# C5H7N3

The molecule C5H7N3 at a distorted geometry (the ωB97M-V functional and the def2-TZVPD basis, the OMol25 dataset).

As for the HOMO-LUMO gap: 9.7 eV. The structure (SMILES) is c1nc(N2CC2)c[nH]1. The calculation puts the largest force on an atom at 4.72 eV/Å. The calculation puts the electronic energy at -9765.2517 eV.

The geometry in ORCA input format:
```
! wB97M-V def2-TZVPD RIJCOSX def2/J DEFGRID3
* xyz 0 1
C -2.0892 -0.1196 -0.6790
C -1.9450 0.0036 0.8183
C 0.3250 -0.4382 -0.2427
C 0.9065 0.7478 -0.3144
C 2.4016 -0.7452 0.1581
H -1.8479 0.9325 -1.0141
H -2.7086 -0.7286 -1.2125
H -1.7095 1.0358 1.0339
H -2.3622 -0.9337 1.4035
H 0.3748 1.6496 0.0481
H 2.7291 1.4829 0.1410
H 3.3360 -1.1925 -0.0203
N -1.0356 -0.8345 -0.0595
N 2.2699 0.5922 0.0316
N 1.3552 -1.4523 -0.0919
*
```

Löwdin atomic charge list, values in e, 4 entries:
1 C -0.1742
2 C -0.0826
3 C -0.2985
4 C -0.0955

***

No. 3
# C5H7N3

The molecule C5H7N3 at a distorted geometry (the ωB97M-V functional and the def2-TZVPD basis, the OMol25 dataset).

As for the HOMO-LUMO gap: 8.8 eV. The structure (SMILES) is CC/N=C1/C=NC=N1. The calculation puts the largest force on an atom at 6.38 eV/Å. The calculation puts the electronic energy at -9763.3075 eV.

The geometry in ORCA input format:
```
! wB97M-V def2-TZVPD RIJCOSX def2/J DEFGRID3
* xyz 0 1
C -2.5541 -0.0336 0.4695
C -1.3213 0.3067 -0.4286
C 0.8638 -0.3650 -0.2642
C 2.0091 -1.1426 0.0643
C 2.6121 0.8845 0.1228
H -3.1495 1.0814 0.7160
H -3.0942 -1.0160 -0.2515
H -1.9779 -0.4861 1.4895
H -0.7843 1.2411 -0.3947
H -1.8672 0.2130 -1.4713
H 1.8546 -2.3465 0.4819
H 3.1117 1.8887 0.0019
N -0.2772 -0.8203 -0.4798
N 3.2306 -0.4642 0.0414
N 1.3439 1.0589 -0.0972
*
```

Löwdin atomic charge list, values in e, 4 entries:
1 C -0.1576
2 C -0.3254
3 C -0.4132
4 C -0.0814